Record 1
Computed, not measured: a cluster of 3 separate species, C25H41ClF6N3O4S2 in total in a non-equilibrium geometry, with wB97M-V/def2-TZVPD.

CARTESIAN COORDINATES (ANGSTROEM)
C 3.155 0.409 2.128
C 4.125 0.494 0.812
C 3.287 0.037 -0.479
C 2.293 -1.141 -0.579
C 1.820 -2.217 0.501
C 0.644 -1.721 1.476
C -0.430 -0.758 0.779
S -1.724 -1.740 -0.187
C -2.372 -0.682 -1.563
S -1.644 -0.846 -3.089
N -3.466 0.295 -1.467
C -3.515 0.987 -0.143
C -3.598 2.587 -0.474
C -4.792 -0.265 -1.890
C -5.085 0.342 -3.381
N 1.909 -1.017 -2.007
C 2.598 0.092 -2.642
C 2.470 0.588 -4.178
C 1.073 1.404 -4.283
C 1.196 2.811 -5.055
Cl 0.417 1.804 -2.592
N 3.473 0.788 -1.717
C 4.375 1.970 -1.987
H 2.061 0.585 1.832
H 3.288 -0.653 2.537
H 3.453 1.193 2.914
H 4.429 1.607 0.746
H 5.048 -0.163 0.974
H 1.522 -3.221 0.025
H 2.738 -2.433 1.174
H 1.006 -1.222 2.441
H 0.064 -2.665 1.818
H -1.032 -0.250 1.630
H 0.013 0.098 0.162
H -2.581 0.860 0.502
H -4.432 0.704 0.484
H -3.719 3.155 0.506
H -2.568 2.855 -0.921
H -4.433 2.811 -1.235
H -5.640 0.113 -1.216
H -4.805 -1.424 -1.896
H -6.142 0.051 -3.700
H -4.255 -0.052 -4.059
H -4.921 1.476 -3.285
H 1.257 -1.640 -2.528
H 3.336 1.286 -4.452
H 2.509 -0.303 -4.913
H 0.331 0.725 -4.839
H 0.292 3.445 -4.740
H 2.137 3.375 -4.693
H 1.158 2.707 -6.196
H 3.717 2.910 -2.077
H 5.186 2.060 -1.184
H 4.923 1.812 -2.984
C -4.350 5.958 5.950
C -3.500 6.949 5.181
O -2.528 6.267 4.371
C -2.980 5.766 3.202
O -4.120 5.855 2.822
C -1.841 5.114 2.423
F -1.076 4.310 3.195
F -1.006 6.032 1.889
F -2.277 4.353 1.399
H -3.718 5.284 6.537
H -5.034 6.478 6.624
H -4.939 5.333 5.276
H -2.942 7.574 5.881
H -4.112 7.618 4.569
C 1.782 -6.266 -0.714
C 3.016 -6.447 0.148
O 2.725 -7.267 1.288
C 2.701 -8.601 1.065
O 2.899 -9.110 -0.008
C 2.430 -9.356 2.363
F 1.412 -8.820 3.071
F 3.506 -9.352 3.180
F 2.111 -10.646 2.158
H 0.952 -5.874 -0.119
H 1.984 -5.578 -1.538
H 1.449 -7.218 -1.134
H 3.339 -5.477 0.534
H 3.852 -6.860 -0.423

Results
Energy ... -89737.273 eV
E_HOMO ... -10.72 eV
Lowest unoccupied orbital energy ... -3.06 eV
Net charge ... +1

Atom charges from the Mulliken analysis, given in e for atoms 1 to 2:
1. C -0.7688
2. C -0.5102

Record 2
Computed, not measured: a structure of composition C25H41N5O5PPtS2, with wB97M-V/def2-TZVPD.

CARTESIAN COORDINATES (ANGSTROEM)
Pt 1.305 0.659 -0.277
O 2.417 2.529 0.457
N 2.280 3.654 -0.219
C 1.246 4.466 0.049
C 1.065 5.629 -0.668
C 1.958 5.965 -1.670
C 3.008 5.100 -1.939
C 3.142 3.942 -1.208
H 0.576 4.114 0.817
H 0.208 6.246 -0.442
H 1.829 6.872 -2.244
H 3.715 5.303 -2.730
H 3.890 3.184 -1.382
O 3.101 0.328 -1.609
S 4.378 -0.365 -1.159
C 3.895 -1.943 -0.385
C 3.698 -1.668 1.098
C 4.859 -0.761 1.484
C 4.858 0.360 0.450
H 4.728 -2.628 -0.562
H 3.016 -2.303 -0.917
H 3.667 -2.595 1.672
H 2.746 -1.156 1.261
H 5.801 -1.315 1.439
H 4.757 -0.354 2.490
H 5.813 0.870 0.332
H 4.079 1.102 0.646
S 0.284 2.123 -2.053
C -0.986 2.780 -1.193
N -1.868 3.236 -0.592
C 0.426 -0.885 -3.032
O 0.602 -1.726 -1.893
C 0.788 -1.229 -0.656
O 0.788 -2.030 0.252
H 0.416 -1.561 -3.884
H 1.251 -0.185 -3.137
H -0.520 -0.353 -2.955
C -3.683 -0.505 -3.208
N -3.642 -1.612 -2.265
C -4.734 -2.554 -2.420
P -2.870 -1.361 -0.807
O -1.724 -0.449 -0.995
N -3.876 -0.766 0.378
C -3.923 0.673 0.607
C -5.077 -1.471 0.783
N -2.570 -2.911 -0.291
C -2.138 -3.108 1.092
C -1.874 -3.810 -1.210
H -3.547 -0.878 -4.227
H -2.885 0.198 -2.982
H -4.644 0.023 -3.167
H -4.679 -3.025 -3.406
H -5.712 -2.065 -2.337
H -4.670 -3.336 -1.666
H -3.053 1.155 0.167
H -3.930 0.878 1.681
H -4.828 1.113 0.171
H -4.968 -2.539 0.605
H -5.964 -1.114 0.246
H -5.252 -1.319 1.852
H -2.597 -2.365 1.740
H -1.050 -3.024 1.175
H -2.442 -4.103 1.427
H -2.044 -3.502 -2.239
H -2.245 -4.830 -1.081
H -0.796 -3.795 -1.023
C -0.107 0.809 1.204
C 0.618 0.517 2.463
C 0.714 -0.787 2.961
C 1.406 -1.055 4.132
C 2.014 -0.027 4.841
C 1.916 1.275 4.370
C 1.226 1.542 3.197
H -0.939 0.138 1.007
H -0.460 1.839 1.176
H 0.257 -1.593 2.402
H 1.464 -2.073 4.498
H 2.549 -0.238 5.759
H 2.377 2.087 4.919
H 1.165 2.558 2.831

Results
Multiplicity ... 2
Energy ... -78483.773 eV
E_HOMO (spin up / spin down) ... -6.79 / -7.93 eV
Lowest unoccupied orbital energy (spin up / spin down) ... -0.01 / -0.66 eV
Net charge ... 0
Energy above the lowest of the compared OMol25 structures with the same formula, charge and spin ... 2.3 kJ/mol

Atom charges from the Mulliken analysis, given in e for atoms 1 to 2:
1. Pt 2.6545
2. O -0.4772

Record 3
Computed, not measured: a structure of composition C25H42AlB2BeBrClCsF5N3O18 in a non-equilibrium geometry, with wB97M-V/def2-TZVPD.

CARTESIAN COORDINATES (ANGSTROEM)
C 1.368 -2.434 0.624
C 2.161 -2.646 -0.754
C 2.405 -1.232 -1.561
C 1.560 -3.790 -1.705
C 1.690 -5.240 -0.996
C 0.082 -3.482 -2.216
O -0.823 -3.708 -1.098
C -1.766 -2.639 -0.986
C -3.139 -2.904 -1.829
C -4.364 -3.068 -0.767
O -4.765 -4.216 -0.428
F -4.994 -1.915 -0.152
O -2.262 -2.844 0.403
C -1.793 -1.814 1.302
O -1.665 -1.818 2.541
O -1.409 -0.609 0.559
C -1.229 -1.135 -0.785
C -1.770 0.056 -1.728
C -0.888 0.290 -3.065
O -1.346 0.091 -4.281
H 0.594 -3.278 0.853
H 2.131 -2.468 1.502
H 0.862 -1.395 0.694
H 3.235 -2.999 -0.457
H 1.744 -0.372 -1.109
H 2.175 -1.477 -2.668
H 3.537 -0.972 -1.519
H 2.233 -3.821 -2.654
H 1.316 -6.011 -1.782
H 0.959 -5.272 -0.094
H 2.772 -5.472 -0.672
H -0.038 -2.473 -2.746
H -0.174 -4.288 -3.017
H -3.363 -2.102 -2.614
H -3.037 -3.944 -2.328
H -0.091 -1.114 -1.005
H -2.892 -0.046 -2.017
H -1.678 1.053 -1.114
H 0.189 0.697 -2.923
Be -0.319 -4.449 1.243
B -2.868 -1.670 5.800
F -3.403 -1.794 7.130
F -3.922 -1.759 4.844
F -2.199 -0.419 5.664
F -1.927 -2.747 5.583
B 6.245 -4.939 1.686
O 5.596 -6.248 1.860
C 5.579 -6.507 3.170
O 5.114 -7.506 3.659
C 6.205 -5.399 3.897
O 6.346 -5.323 5.091
O 6.602 -4.464 3.030
O 7.437 -5.051 0.831
C 7.243 -4.255 -0.220
O 8.033 -4.111 -1.122
C 5.940 -3.598 -0.103
O 5.459 -2.815 -0.890
O 5.338 -3.990 1.017
Cs -2.472 0.572 -5.800
Br 1.647 1.393 -1.031
Cl -2.397 -3.906 7.467
Al -0.868 1.926 0.258
C 8.657 -2.169 -4.122
O 9.007 -2.050 -2.757
H 8.997 -1.279 -4.653
H 9.139 -3.052 -4.550
H 7.570 -2.255 -4.217
H 8.693 -2.854 -2.310
C -6.363 8.396 1.642
O -5.922 7.340 2.481
C -6.890 6.296 2.630
C -6.409 5.018 1.937
N -6.429 5.166 0.479
C -5.740 4.092 -0.232
C -4.227 3.941 0.006
O -3.448 5.018 -0.504
C -3.341 6.139 0.367
H -5.638 9.209 1.712
H -6.411 8.074 0.598
H -7.338 8.774 1.960
H -7.880 6.598 2.277
H -6.969 6.096 3.703
H -7.063 4.187 2.221
H -5.400 4.803 2.300
H -5.985 6.045 0.231
H -5.893 4.277 -1.300
H -6.235 3.140 -0.005
H -3.900 3.052 -0.551
H -3.981 3.743 1.056
H -3.363 5.853 1.422
H -4.131 6.859 0.150
H -2.389 6.635 0.166
C 3.599 5.850 -1.748
O 3.395 6.982 -2.155
N 4.838 5.394 -1.446
N 2.601 4.949 -1.565
H 5.026 4.467 -1.110
H 5.606 6.035 -1.569
H 1.665 5.253 -1.780
H 2.746 4.013 -1.232

Results
Energy ... -172955.243 eV
E_HOMO ... -12.41 eV
Lowest unoccupied orbital energy ... -11.21 eV
Net charge ... +2

Atom charges from the Mulliken analysis, given in e for atoms 1 to 2:
1. C -0.8642
2. C 2.2461